Density functional theory data (ωB97M-V/def2-TZVPD) for a molecular structure, C12H20Cl2F2LiMgN2NaO8P in a non-equilibrium geometry.

Structure (XYZ):
```
50
Properties=species:S:1:pos:R:3:forces:R:3:nbo_charge:R:1
C -1.116 1.882 -2.236 1.082 0.106 0.368 -0.678
C 0.306 2.579 -2.415 -1.089 0.089 -1.092 -0.859
P 1.097 1.811 -3.863 1.575 1.063 -0.913 1.399
N 1.950 3.047 -4.750 3.157 -1.697 3.504 -1.106
C 2.365 0.483 -3.534 0.197 -0.858 -0.476 -0.390
O 2.056 -0.335 -2.425 0.820 1.076 -0.647 -0.514
C 2.317 0.268 -1.189 -0.796 -0.258 1.651 0.769
C 3.367 1.385 -0.994 -0.727 0.652 -0.984 -0.771
O 1.684 -0.169 -0.271 -1.588 0.844 -2.994 -0.490
H -1.941 2.638 -2.338 0.327 -0.792 0.611 0.159
H -1.235 1.072 -2.981 -0.267 0.284 0.529 0.224
H -1.147 1.430 -1.207 -0.918 0.233 -0.551 0.374
H 0.916 2.623 -1.450 -0.461 -0.201 -1.585 0.226
H 0.124 3.646 -2.699 0.817 -0.485 0.274 0.224
H 0.061 1.342 -4.699 0.681 -0.487 0.541 0.069
H 2.088 2.723 -5.702 0.169 0.245 0.175 0.421
H 2.885 3.072 -4.287 -0.141 0.103 -0.206 0.355
H 2.354 -0.178 -4.432 -0.231 0.456 0.471 0.242
H 3.392 0.911 -3.523 -0.711 -0.039 0.225 0.224
H 3.108 1.899 -0.052 0.324 -0.549 -0.427 0.277
H 4.401 1.021 -0.888 -0.560 -0.053 -0.242 0.289
H 3.279 2.163 -1.794 0.307 -0.492 0.286 0.167
C 0.333 -1.892 1.964 -0.570 -0.775 -0.851 0.009
C -0.489 -2.986 2.266 0.097 0.019 0.482 -0.204
C -1.510 -2.850 3.177 0.242 -0.348 -0.055 -0.118
C -1.723 -1.597 3.796 0.638 0.519 -0.380 0.021
C -0.924 -0.503 3.519 -0.666 -0.171 1.004 -0.188
C 0.118 -0.647 2.596 -0.204 0.865 -0.999 0.020
N -2.813 -1.440 4.747 0.070 -0.327 -0.712 0.503
O -3.493 -2.400 5.014 -0.089 0.314 0.160 -0.316
O -2.970 -0.310 5.244 0.028 -0.191 0.622 -0.520
H 1.135 -1.997 1.245 0.082 0.246 0.135 0.277
H -0.326 -3.938 1.782 -0.194 0.037 -0.015 0.262
H -2.134 -3.703 3.402 -0.088 0.088 -0.099 0.294
H -1.083 0.455 3.995 -0.068 0.045 -0.261 0.237
H 0.756 0.188 2.363 0.144 -0.005 -0.027 0.275
Cl 0.072 3.103 -6.041 -5.002 0.943 -2.194 -0.812
Li -1.491 3.405 -4.010 0.393 -0.142 -0.876 0.931
F -1.107 -0.660 0.906 0.971 0.338 1.071 -0.352
C -3.743 -4.538 0.675 0.329 -0.226 -0.482 0.952
O -2.838 -4.542 1.565 0.016 -0.168 -0.118 -0.874
O -4.964 -4.066 1.174 0.304 -0.016 0.383 -0.758
O -3.707 -4.874 -0.503 -0.001 -0.018 0.105 -0.744
H -4.623 -3.913 2.069 -0.733 0.244 0.135 0.467
Na -1.018 -0.376 6.478 0.467 0.279 -0.429 0.973
Cl 3.342 -0.213 1.280 2.357 -0.604 3.228 -0.834
Mg 0.853 2.947 0.489 -0.236 0.160 1.762 0.201
F -2.597 0.945 0.185 0.555 0.043 -0.177 -0.697
O 2.226 0.702 4.622 -1.156 -0.302 0.222 -1.052
H 2.408 0.387 3.730 0.349 -0.086 -0.150 0.436
```
Forces are in eV/Å.

- net charge = -1
- LUMO energy (Eh) = -0.0398
- highest occupied orbital energy (eV) = -4.43

***

Density functional theory data (ωB97M-V/def2-TZVPD) for a molecular structure, C12H20Cl3GeN4Ru in a non-equilibrium geometry.

Structure (XYZ):
```
41
Properties=species:S:1:pos:R:3:forces:R:3:nbo_charge:R:1
Ru 0.120 0.227 -0.831 0.544 2.207 0.699 0.691
C 2.158 -1.108 0.828 -0.064 -0.235 0.020 -0.253
C 1.303 -0.216 1.726 0.115 0.054 -0.146 -0.236
N 0.922 1.001 0.957 -0.335 0.122 -0.055 -0.545
C 2.027 1.969 0.667 0.029 -0.088 0.044 -0.250
C 1.880 2.575 -0.727 0.073 -0.120 -0.006 -0.247
N 1.454 1.579 -1.755 0.124 0.027 -0.315 -0.579
C 2.497 0.725 -2.390 0.036 0.145 0.197 -0.243
C 2.982 -0.288 -1.377 -0.007 -0.198 -0.256 -0.248
N 1.816 -0.866 -0.616 0.174 0.011 -0.179 -0.507
H 1.978 -2.155 1.066 -0.022 0.014 -0.016 0.251
H 3.222 -0.931 0.963 -0.007 0.004 0.019 0.227
H 1.801 0.035 2.665 0.130 -0.004 -0.078 0.239
H 0.376 -0.733 1.961 -0.012 0.091 0.104 0.231
H 0.217 1.483 1.508 -0.052 0.047 -0.051 0.417
H 2.978 1.458 0.798 -0.008 -0.018 -0.041 0.213
H 2.006 2.778 1.397 0.064 -0.029 0.034 0.249
H 2.807 3.068 -1.029 0.010 0.013 0.050 0.239
H 1.098 3.335 -0.701 0.010 0.003 -0.041 0.230
H 1.036 2.117 -2.511 -0.088 -0.051 0.038 0.421
H 3.323 1.324 -2.782 0.056 -0.034 0.069 0.239
H 2.019 0.220 -3.229 -0.009 0.058 -0.008 0.233
H 3.674 0.153 -0.666 -0.028 0.062 -0.016 0.216
H 3.517 -1.093 -1.883 0.007 -0.018 0.055 0.251
H 1.505 -1.734 -1.066 0.535 -0.022 0.306 0.446
N -1.202 -0.751 0.054 -1.064 -3.081 -1.835 -0.596
C -2.418 -0.596 0.642 -0.913 0.529 1.105 0.134
C -3.093 -1.712 1.196 -0.022 0.437 -0.271 -0.241
C -4.303 -1.541 1.820 -0.123 0.133 0.047 -0.170
C -4.872 -0.264 1.898 -0.028 0.056 0.074 -0.130
C -4.230 0.842 1.347 -0.183 -0.240 0.114 -0.180
C -3.009 0.684 0.727 0.431 -0.121 0.147 -0.230
H -2.636 -2.692 1.119 0.027 -0.134 0.072 0.225
H -4.821 -2.390 2.243 0.000 0.005 0.013 0.253
H -5.828 -0.135 2.389 0.001 -0.028 -0.035 0.249
H -4.697 1.816 1.395 0.008 0.007 -0.017 0.250
H -2.508 1.535 0.278 0.013 0.000 -0.009 0.212
Cl 0.279 -3.487 -1.331 -0.617 0.020 0.026 -0.366
Ge -1.558 -2.297 -1.385 1.490 0.890 -0.110 1.411
Cl -2.899 -3.409 -2.575 -0.079 0.257 0.565 -0.234
Cl -0.919 -0.526 -2.788 -0.216 -0.768 -0.313 -0.271
```
Forces are in eV/Å.

- energy relative to the best compared isomer or geometry (same formula, charge and spin) (kcal per mole) = 35.25
- net charge = +2
- LUMO energy (alpha / beta) (Eh) = -0.2968 / -0.3119
- highest occupied orbital energy (alpha / beta) (eV) = -14.65 / -14.77
- 2S+1 = 2

***

Density functional theory data (ωB97M-V/def2-TZVPD) for a molecular structure, C12H20F6N3O4PdS2Si in a non-equilibrium geometry.

Structure (XYZ):
```
49
Properties=species:S:1:pos:R:3:forces:R:3:nbo_charge:R:1
Pd 0.580 -0.595 -0.258 1.255 -0.481 -1.149 0.279
F -2.940 -0.440 3.237 -0.011 0.063 0.016 -0.299
C -1.752 -0.974 3.489 0.072 0.008 -0.037 0.744
F -1.881 -2.273 3.692 -0.026 -0.023 0.017 -0.287
F -1.222 -0.394 4.556 -0.016 -0.048 0.068 -0.295
S -0.621 -0.689 2.058 -0.509 -0.294 0.331 2.186
O 0.504 -1.570 2.253 -0.426 0.250 0.085 -0.911
O -0.382 0.742 2.050 -0.031 -0.156 -0.156 -0.967
N -1.539 -0.992 0.768 0.507 -0.214 -0.041 -1.294
S -1.668 -2.490 0.095 -0.116 -0.132 0.637 2.221
O -0.378 -3.056 -0.224 -0.451 0.169 0.060 -0.930
O -2.679 -3.285 0.709 0.273 0.116 -0.011 -0.871
C -2.399 -1.955 -1.506 -0.145 -0.069 0.153 0.729
F -3.539 -1.310 -1.295 -0.018 -0.016 -0.126 -0.298
F -2.611 -3.049 -2.217 -0.057 0.095 -0.099 -0.286
F -1.574 -1.145 -2.185 0.092 0.102 -0.101 -0.325
N -1.323 4.437 -1.616 0.089 -0.062 -0.003 -0.870
C -1.217 4.494 -0.158 -0.068 0.078 -0.039 -0.249
C -0.506 3.244 0.351 -0.023 -0.120 -0.058 -0.229
N -1.048 2.070 -0.410 -0.046 -0.222 0.276 -0.688
H -2.112 4.967 -1.959 -0.023 -0.007 0.024 0.395
H -1.347 2.441 -1.326 0.019 0.077 -0.136 0.459
H -0.495 4.812 -2.064 -0.011 0.017 -0.013 0.379
H -2.221 4.530 0.265 -0.022 0.023 -0.031 0.213
H -0.678 5.370 0.208 -0.033 0.005 0.071 0.216
H -0.667 3.071 1.409 0.053 -0.007 0.027 0.259
H 0.566 3.285 0.169 0.004 -0.018 -0.081 0.210
H -0.349 1.307 -0.526 -0.115 0.366 -0.022 0.411
H -1.839 1.633 0.070 0.045 0.005 0.019 0.454
C 3.596 0.914 0.333 0.054 0.246 0.352 -1.170
Si 2.572 0.181 -0.994 0.193 0.286 0.046 1.622
C 2.791 0.979 -2.631 -0.200 0.312 -0.255 -1.170
C 2.576 -1.640 -1.080 -0.461 -0.361 0.172 -0.659
C 2.740 -2.412 0.095 0.133 -0.022 -0.122 -0.055
C 2.889 -3.785 0.018 -0.058 0.009 -0.001 -0.225
C 2.878 -4.404 -1.223 -0.008 0.050 -0.086 -0.107
C 2.708 -3.666 -2.398 -0.016 -0.088 0.063 -0.219
C 2.531 -2.303 -2.331 -0.168 -0.049 0.159 -0.125
H 4.600 0.495 0.222 0.042 0.078 0.074 0.275
H 3.224 0.661 1.327 0.069 -0.019 0.000 0.272
H 3.666 2.001 0.253 0.029 -0.043 0.010 0.259
H 3.802 0.719 -2.960 -0.021 0.056 -0.091 0.276
H 2.724 2.068 -2.593 0.039 -0.053 0.022 0.258
H 2.077 0.617 -3.371 0.074 -0.006 -0.043 0.260
H 2.763 -1.932 1.065 0.024 0.037 0.011 0.226
H 3.005 -4.372 0.919 -0.002 0.018 -0.011 0.238
H 2.999 -5.478 -1.284 0.001 0.014 -0.006 0.234
H 2.703 -4.168 -3.356 -0.009 -0.009 0.013 0.235
H 2.375 -1.743 -3.244 0.023 0.039 0.013 0.220
```
Forces are in eV/Å.

- energy relative to the best compared isomer or geometry (same formula, charge and spin) (kcal per mole) = 30.04
- net charge = +1
- LUMO energy (Eh) = -0.1771
- highest occupied orbital energy (eV) = -12.09

***

Density functional theory data (ωB97M-V/def2-TZVPD) for a molecular structure, C12H20FKO8S2Zn in a non-equilibrium geometry.

Structure (XYZ):
```
45
Properties=species:S:1:pos:R:3:forces:R:3:nbo_charge:R:1
Zn 0.020 -2.207 -1.956 1.450 2.978 1.651 1.775
K -0.236 0.213 -4.955 0.144 0.318 0.175 0.995
F 1.123 -0.576 -2.426 -1.587 -2.096 -0.772 -0.864
O 0.595 -1.894 0.008 -0.718 -0.491 0.219 -1.062
S 0.197 -1.908 1.430 -0.827 -2.260 2.678 2.339
O -0.741 -0.970 2.047 1.417 -1.343 -1.978 -0.868
O -0.287 -3.478 1.700 0.147 2.125 -0.237 -0.713
C -0.767 -3.805 3.082 -2.123 -0.540 -0.740 -0.081
C -1.810 -5.034 3.005 2.340 0.314 0.875 -0.632
C 1.727 -1.898 2.322 -0.730 0.838 -0.594 -0.862
H -1.303 -2.957 3.508 0.002 0.233 -0.426 0.207
H 0.088 -3.961 3.740 0.044 -0.582 -0.333 0.200
H -2.241 -5.076 4.005 -0.295 0.097 -0.102 0.239
H -1.216 -5.946 2.941 0.004 -0.071 -0.156 0.224
H -2.581 -5.120 2.239 0.206 0.905 -0.018 0.238
H 2.082 -0.907 2.041 0.673 -0.049 0.119 0.279
H 2.320 -2.729 1.939 0.076 0.231 0.241 0.272
H 1.490 -1.905 3.386 0.106 -0.234 -0.113 0.274
O -1.509 -1.091 -1.275 -1.408 0.234 -1.103 -1.060
S -1.917 0.310 -1.477 -1.661 3.605 2.665 2.338
O -1.921 0.942 -2.792 0.419 -1.541 0.951 -0.939
O -3.430 0.514 -0.792 3.462 -2.150 -1.218 -0.662
C -4.145 1.727 -0.949 -2.802 1.433 0.331 -0.112
C -5.539 1.363 -1.464 -0.365 -0.008 -1.209 -0.641
C -0.924 1.317 -0.287 0.043 0.164 -1.436 -0.840
H -3.789 2.494 -1.637 0.958 -0.486 0.036 0.213
H -4.327 2.216 0.008 0.907 -0.322 0.384 0.213
H -6.401 1.942 -1.132 0.507 0.452 0.543 0.248
H -5.843 0.333 -1.279 0.422 -0.067 -0.071 0.236
H -5.495 1.580 -2.532 -0.377 -0.629 -0.235 0.211
H 0.011 1.479 -0.824 0.269 -0.401 0.270 0.273
H -0.792 0.887 0.706 -0.211 -0.437 -0.414 0.294
H -1.363 2.311 -0.205 -0.528 -0.194 -0.150 0.266
C 3.407 1.702 -1.812 1.780 0.916 -3.039 -0.303
C 4.276 2.596 -2.390 -0.771 -1.658 0.982 -0.157
C 4.939 3.677 -1.648 0.120 0.670 -0.004 0.448
O 5.552 4.563 -2.224 -0.563 -0.964 0.890 -0.426
C 4.755 3.575 -0.175 -1.106 -0.826 0.991 -0.216
C 3.902 2.682 0.422 0.470 0.508 -1.778 -0.247
C 3.056 1.673 -0.419 0.637 1.543 2.206 0.521
O 2.193 0.965 0.081 0.553 0.283 -0.287 -0.565
H 3.103 0.931 -2.505 -0.539 -0.382 0.433 0.229
H 4.676 2.441 -3.381 -0.436 0.078 -0.333 0.236
H 5.282 4.296 0.432 0.086 0.087 0.043 0.247
H 3.781 2.735 1.494 -0.195 -0.283 0.064 0.236
```
Forces are in eV/Å.

- energy relative to the best compared isomer or geometry (same formula, charge and spin) (kcal per mole) = 36.81
- net charge = +2
- LUMO energy (Eh) = -0.3346
- highest occupied orbital energy (eV) = -14.44

***

Density functional theory data (ωB97M-V/def2-TZVPD) for a molecular structure, C12H20I2N3O2Ti.

Structure (XYZ):
```
40
Properties=species:S:1:pos:R:3:forces:R:3:nbo_charge:R:1
Ti 0.207 0.271 0.367 0.432 0.030 -0.269 1.968
C -1.739 -1.320 -1.087 -0.036 0.051 -0.078 -0.451
N -1.482 -1.003 0.348 0.107 0.199 0.024 -0.535
C -1.295 -2.279 1.109 0.028 -0.130 0.029 -0.418
C -2.621 -0.231 0.942 -0.093 -0.052 0.064 -0.257
C -2.585 1.204 0.480 -0.126 0.016 -0.002 -0.254
N -1.238 1.824 0.729 -0.180 0.094 -0.049 -0.559
C -1.173 3.057 -0.115 -0.061 0.028 0.036 -0.424
C -1.113 2.208 2.170 -0.020 -0.046 0.149 -0.444
H -2.637 -1.935 -1.172 -0.011 0.009 0.017 0.278
H -0.903 -1.883 -1.500 0.000 -0.014 0.009 0.242
H -1.906 -0.408 -1.666 0.033 -0.006 -0.015 0.227
H -2.221 -2.855 1.071 -0.010 0.021 -0.017 0.256
H -1.046 -2.063 2.146 -0.011 0.028 -0.006 0.246
H -0.500 -2.869 0.656 0.002 0.028 -0.024 0.233
H -2.545 -0.311 2.027 0.019 0.007 -0.001 0.248
H -3.569 -0.690 0.651 0.023 -0.064 0.023 0.274
H -3.352 1.784 0.997 0.014 0.018 -0.009 0.274
H -2.796 1.288 -0.587 0.004 -0.034 -0.002 0.236
H -1.990 3.732 0.153 -0.087 -0.108 -0.009 0.266
H -1.266 2.799 -1.170 0.053 0.016 -0.011 0.233
H -0.256 3.606 0.067 0.001 0.070 0.011 0.222
H -1.904 2.913 2.433 -0.027 -0.022 -0.032 0.263
H -0.151 2.681 2.343 0.002 0.014 0.041 0.246
H -1.206 1.330 2.812 0.021 0.005 0.005 0.235
O 3.112 -1.721 1.942 -0.034 -0.051 -0.033 -0.327
C 2.445 -1.240 1.124 0.043 -0.095 0.356 0.763
O 1.189 -0.532 1.509 0.037 0.102 -0.110 -0.784
C 2.580 -1.177 -0.351 -0.067 -0.091 -0.056 0.068
C 3.631 -1.764 -1.011 -0.004 -0.007 0.017 -0.144
C 3.667 -1.659 -2.403 -0.057 0.044 -0.060 -0.048
C 2.652 -0.974 -3.061 0.095 -0.059 -0.026 -0.181
C 1.624 -0.411 -2.328 -0.028 0.031 0.097 0.083
N 1.577 -0.513 -0.985 -0.154 -0.078 -0.034 -0.616
H 4.396 -2.290 -0.454 -0.008 0.004 0.012 0.294
H 4.478 -2.108 -2.963 0.000 -0.001 0.000 0.286
H 2.652 -0.872 -4.138 0.002 -0.003 0.000 0.288
H 0.826 0.133 -2.820 -0.011 0.006 0.017 0.241
I 2.069 2.560 0.378 0.073 0.071 -0.073 0.204
I 4.389 1.720 1.358 0.036 -0.031 0.011 0.269
```
Forces are in eV/Å.

- energy relative to the best compared isomer or geometry (same formula, charge and spin) (kcal per mole) = 0.71
- net charge = +3
- LUMO energy (Eh) = -0.4613
- highest occupied orbital energy (eV) = -19.02

***

Density functional theory data (ωB97M-V/def2-TZVPD) for a molecular structure, C12H20IrN5O4 in a non-equilibrium geometry.

Structure (XYZ):
```
42
Properties=species:S:1:pos:R:3:forces:R:3:nbo_charge:R:1
Ir 0.064 -0.085 -0.334 0.834 -0.263 -0.595 1.710
C 0.930 0.915 2.428 0.060 -0.378 0.555 -0.247
C -0.049 -0.173 2.892 0.390 0.507 0.158 -0.262
N -0.503 -0.995 1.761 0.406 -0.218 -0.758 -0.656
C -1.947 -1.247 1.702 -0.585 0.047 0.048 -0.245
C -2.713 0.024 1.327 0.090 -0.464 0.360 -0.261
N -2.072 0.723 0.188 0.128 -0.467 -0.537 -0.656
C -1.868 2.165 0.411 0.282 0.525 0.138 -0.248
C -0.764 2.447 1.444 -0.587 0.067 -0.178 -0.265
N 0.443 1.619 1.226 0.427 -0.185 -0.540 -0.642
H 1.893 0.460 2.177 -0.063 0.099 0.012 0.234
H 1.094 1.619 3.253 0.026 -0.056 -0.127 0.244
H -0.918 0.276 3.372 0.020 -0.070 0.021 0.216
H 0.460 -0.784 3.644 -0.168 0.066 -0.099 0.261
H -0.016 -1.889 1.767 -0.022 0.015 0.047 0.431
H -2.329 -1.626 2.658 0.068 -0.001 -0.157 0.245
H -2.121 -2.010 0.941 0.035 -0.067 0.052 0.233
H -2.756 0.707 2.175 -0.031 0.028 -0.045 0.217
H -3.740 -0.255 1.083 0.084 0.128 -0.011 0.260
H -2.655 0.605 -0.642 0.079 0.050 0.115 0.430
H -2.793 2.647 0.753 0.100 -0.106 -0.135 0.248
H -1.593 2.602 -0.550 -0.087 0.017 0.034 0.225
H -1.135 2.258 2.450 0.042 0.045 0.006 0.223
H -0.516 3.510 1.386 0.021 -0.135 0.076 0.258
H 1.203 2.212 0.893 -0.130 -0.123 -0.060 0.428
C 0.082 3.183 -2.819 -0.202 0.188 -0.177 -0.662
C 0.790 1.923 -3.111 -0.022 0.261 -0.055 0.415
N 0.850 0.848 -2.335 -0.516 -0.047 0.729 -0.608
C 1.607 -0.077 -3.001 0.597 -0.594 -0.587 -0.026
C 2.019 0.455 -4.204 -0.014 -0.804 0.725 0.067
N 1.479 1.710 -4.242 -0.091 -0.247 0.461 -0.451
C 2.857 -0.016 -5.366 -0.720 1.339 -0.079 0.767
O 3.459 -1.149 -5.289 0.660 -1.287 0.037 -0.627
O 2.900 0.748 -6.300 0.157 -0.317 0.145 -0.548
C 1.883 -1.426 -2.367 1.658 2.105 -4.161 0.779
O 2.648 -2.163 -2.953 -0.438 -0.636 1.114 -0.557
O 1.263 -1.576 -1.282 -2.322 0.116 3.707 -0.677
H -0.005 3.333 -1.748 0.078 0.096 0.081 0.211
H -0.916 3.170 -3.256 -0.078 0.027 0.001 0.258
H 0.616 4.023 -3.256 0.001 0.106 0.082 0.270
H 1.611 2.352 -5.017 0.066 -0.102 -0.065 0.477
H 3.318 -1.700 -4.470 -0.232 0.734 -0.338 0.532
```
Forces are in eV/Å.

- net charge = +2
- LUMO energy (alpha / beta) (Eh) = -0.2348 / -0.3882
- highest occupied orbital energy (alpha / beta) (eV) = -15.50 / -15.49
- 2S+1 = 5

***

no.,electronic energy (eV)
1,-81949.54429
2,-115380.96220
3,-74754.41807
4,-118261.76836
5,-60623.69644
6,-31230.24022